# 1
9
Properties=species:S:1:pos:R:3:lowdin_charge:R:1 method="wB97M-V/def2-TZVPD" e_homo_ev=-10.58 de_lowest_kj_mol=0.00 smiles="CC(=O)C(=O)F" max_force_ev_per_a=3.506 total_charge=0 mol_weight_g_mol=90.05 e_tot_ev=-9971.560
C 0.60 0.18 0.05 -0.36
C -0.40 1.18 -0.56 -0.37
C -0.04 -1.13 0.50 0.02
O 1.74 0.45 -0.03 0.16
O -1.53 0.98 -0.78 0.19
F 0.20 2.39 -0.85 0.08
H -0.40 -0.91 1.45 0.07
H 0.70 -1.90 0.50 0.08
H -0.87 -1.26 -0.28 0.12



# 2
17
Properties=species:S:1:pos:R:3:lowdin_charge:R:1 method="wB97M-V/def2-TZVPD" e_homo_ev=-9.24 de_lowest_kj_mol=437.42 max_force_ev_per_a=8.681 total_charge=0 mol_weight_g_mol=124.14 e_tot_ev=-11479.026
C -2.16 0.05 0.14 -0.21
C -0.60 0.20 -0.06 -0.29
C -0.03 1.40 0.00 -0.14
C 1.26 1.61 -0.12 -0.08
C 2.06 0.41 -0.16 -0.03
C 1.46 -0.80 -0.08 -0.24
C 0.08 -0.91 0.06 0.00
H -2.62 -1.87 0.30 0.13
H -2.86 0.95 -0.23 0.13
H -2.76 0.07 1.37 0.19
H -0.83 2.43 -0.20 0.19
H 1.78 2.73 -0.27 0.17
H 2.96 0.75 -0.32 0.06
H 3.23 -1.80 -0.07 0.13
H -0.49 -2.04 0.13 0.20
O -2.74 -1.15 -0.47 -0.17
O 2.25 -2.05 -0.02 -0.03



# 3
142
Properties=species:S:1:pos:R:3:lowdin_charge:R:1 method="wB97M-V/def2-TZVPD" e_homo_ev=-8.53 de_lowest_kj_mol=226.72 smiles="COC[C@H](C)N.COC[C@H](C)N.COC[C@H](C)N.COC[C@H](C)N.COC[C@H](C)N.COC[C@H](C)N.NC(N)=O.NC(N)=O.NC(N)=O.NC(N)=O.NC(N)=O" max_force_ev_per_a=4.611 total_charge=0 mol_weight_g_mol=835.11 e_tot_ev=-77833.176
C 2.59 -4.79 -3.50 -0.06
C 1.87 -4.05 -4.57 -0.47
C 0.55 -3.42 -4.17 -0.19
O -0.16 -2.82 -5.25 -0.20
C -1.57 -2.75 -5.10 -0.10
N 2.76 -3.02 -5.05 0.05
H 3.00 -4.08 -2.77 0.05
H 3.44 -5.40 -3.86 0.09
H 1.97 -5.57 -3.03 0.09
H 1.63 -4.74 -5.34 0.13
H 0.69 -2.67 -3.29 0.15
H 0.04 -4.28 -3.79 0.11
H -1.98 -3.70 -5.21 0.07
H -1.96 -2.02 -5.82 0.09
H -1.78 -2.36 -4.10 0.09
H 3.41 -3.47 -5.65 0.08
H 2.21 -2.36 -5.55 0.06
C 0.09 -1.72 3.90 -0.07
C 0.15 -0.26 4.33 -0.44
C 1.36 0.50 3.88 -0.21
O 2.53 0.00 4.46 -0.20
C 2.83 0.31 5.83 -0.08
N -1.10 0.38 3.92 0.05
H -0.90 -2.14 4.19 0.08
H 0.96 -2.25 4.30 0.07
H 0.13 -1.81 2.81 0.07
H 0.07 -0.29 5.44 0.13
H 1.25 1.59 4.12 0.12
H 1.53 0.44 2.83 0.11
H 3.76 -0.21 6.07 0.09
H 1.99 0.13 6.52 0.09
H 3.09 1.37 5.92 0.08
H -1.58 0.09 3.05 0.07
H -1.05 1.36 3.87 0.03
C -0.33 -5.33 3.63 -0.02
C -0.46 -5.53 2.10 -0.41
C -0.94 -6.95 1.81 -0.21
O 0.18 -7.77 1.91 -0.19
C 0.18 -8.85 1.02 -0.13
N -1.25 -4.47 1.55 0.05
H 0.37 -6.06 3.90 0.06
H -1.25 -5.33 4.19 0.08
H 0.13 -4.37 3.82 0.04
H 0.46 -5.48 1.62 0.10
H -1.32 -7.03 0.81 0.11
H -1.74 -7.29 2.49 0.13
H 1.09 -9.40 1.23 0.08
H 0.26 -8.55 -0.03 0.08
H -0.77 -9.49 1.11 0.11
H -1.98 -4.19 2.16 0.04
H -1.65 -4.64 0.62 0.08
C 1.08 4.84 4.09 -0.06
C 0.36 5.74 3.07 -0.39
C -1.11 5.34 2.91 -0.21
O -1.12 4.18 2.13 -0.20
C -1.44 4.42 0.82 -0.14
N 0.43 7.18 3.50 0.03
H 0.61 3.77 4.10 0.08
H 0.95 5.13 5.15 0.07
H 2.13 4.68 3.90 0.06
H 0.76 5.71 2.08 0.12
H -1.58 6.16 2.40 0.11
H -1.58 5.12 3.86 0.13
H -0.98 3.72 0.14 0.07
H -1.13 5.45 0.55 0.10
H -2.55 4.47 0.74 0.10
H 1.34 7.57 3.30 0.06
H 0.28 7.30 4.49 0.06
C 2.49 3.16 0.00 -0.04
C 2.36 3.54 -1.49 -0.41
C 2.02 4.94 -1.62 -0.21
O 1.89 5.21 -3.03 -0.25
C 2.04 6.51 -3.44 -0.12
N 3.74 3.38 -2.09 0.01
H 2.90 2.17 0.07 0.04
H 1.50 2.99 0.46 0.06
H 3.06 3.89 0.62 0.10
H 1.87 2.78 -2.12 0.12
H 2.74 5.65 -1.15 0.15
H 1.05 5.10 -1.13 0.12
H 1.67 6.44 -4.47 0.10
H 3.09 6.86 -3.26 0.10
H 1.42 7.18 -2.80 0.10
H 4.47 3.76 -1.45 0.09
H 3.72 3.97 -2.98 0.10
C -4.78 1.67 0.08 -0.04
C -4.64 1.68 -1.48 -0.39
C -4.15 3.08 -1.87 -0.21
O -5.33 3.86 -2.07 -0.20
C -5.11 5.27 -2.13 -0.11
N -3.85 0.60 -2.05 0.02
H -3.92 2.08 0.59 0.06
H -5.08 0.71 0.49 0.06
H -5.71 2.26 0.34 0.09
H -5.67 1.59 -1.96 0.15
H -3.63 3.05 -2.80 0.09
H -3.54 3.58 -1.15 0.09
H -4.26 5.49 -2.84 0.10
H -4.92 5.80 -1.20 0.07
H -5.99 5.78 -2.56 0.08
H -3.22 0.14 -1.35 0.05
H -4.38 0.06 -2.74 0.09
C -4.60 -2.64 1.69 -0.72
O -5.75 -2.80 2.05 0.03
N -3.74 -1.93 2.46 0.18
N -4.17 -3.05 0.48 0.16
H -4.05 -1.75 3.37 0.09
H -2.94 -1.50 2.06 0.06
H -3.38 -2.56 0.08 0.07
H -4.84 -3.53 -0.09 0.11
C -0.71 2.59 -3.60 -0.69
O -0.98 3.21 -2.54 -0.02
N 0.40 2.84 -4.24 0.17
N -1.54 1.61 -4.08 0.15
H 0.57 2.26 -5.06 0.12
H 0.78 3.75 -4.11 0.08
H -1.27 1.00 -4.83 0.07
H -2.26 1.24 -3.38 0.09
C 3.30 -0.48 -1.75 -0.62
O 3.15 -0.22 -0.50 -0.08
N 3.27 -1.74 -2.18 0.19
N 3.55 0.47 -2.63 0.20
H 3.45 -1.90 -3.18 0.09
H 3.22 -2.48 -1.52 0.03
H 3.86 0.28 -3.53 0.08
H 3.60 1.42 -2.30 0.04
C 3.35 -3.60 1.08 -0.64
O 3.20 -3.73 -0.11 0.03
N 3.50 -4.66 1.95 0.17
N 3.27 -2.34 1.60 0.20
H 4.11 -4.57 2.72 0.09
H 3.50 -5.56 1.52 0.09
H 3.17 -1.67 0.92 0.02
H 3.35 -2.09 2.57 0.10
C -0.44 -0.79 -0.25 -0.66
O -1.68 -0.85 -0.30 -0.03
N 0.24 0.35 0.04 0.19
N 0.31 -1.89 -0.31 0.19
H 1.23 0.42 0.01 0.04
H -0.29 1.25 0.03 0.12
H -0.14 -2.76 -0.01 0.09
H 1.26 -1.82 -0.04 0.04



Number 1: Kohn-Sham gap 0.3730 Ha. Number 2: Kohn-Sham gap 0.3631 Ha. Number 3: Kohn-Sham gap 0.3314 Ha.